(1)
CH3N2O2S | ωB97M-V/def2-TZVPD

The value obtained for the highest occupied orbital energy (alpha / beta) is -2.47 / -2.48 eV. The calculation puts the total energy at -18992.9341 eV. The calculation puts the energy above the lowest of the compared OMol25 structures with the same formula, charge and spin at 100.62 kcal/mol. The total charge is -1. For the HOMO-LUMO gap (alpha / beta), the calculation gives 6.21 / 6.22 eV.

The geometry in XYZ format:
```
9
Properties=species:S:1:pos:R:3:forces:R:3
H -1.259542 -1.243459 0.924127 0.2 -1.0 0.1
H -0.891034 1.462949 0.424218 0.2 1.7 0.3
O 2.298947 -0.524212 -1.385718 0.2 0.1 -0.2
S 2.413384 0.286058 -0.189339 -1.4 -0.9 1.3
N -1.302580 -0.135717 -0.712106 1.7 -3.3 0.5
H -1.944769 0.459579 -1.085870 -2.5 2.0 -1.0
O 2.835164 -0.446437 1.013751 0.0 0.6 -0.8
N -1.643781 -0.344226 0.736482 -0.1 0.6 -0.7
C -0.505790 0.485467 0.274456 1.5 0.1 0.6
```
Forces are in eV/Å.

(2)
C3H9N3O | ωB97M-V/def2-TZVPD

The value obtained for the highest occupied orbital energy is -9.40 eV. The calculation puts the total energy at -9773.6655 eV. The calculation puts the energy above the lowest of the compared OMol25 structures with the same formula, charge and spin at 43.21 kcal/mol. The total charge is 0. For the HOMO-LUMO gap, the calculation gives 10.23 eV.

The geometry in XYZ format:
```
16
Properties=species:S:1:pos:R:3:forces:R:3
H 0.495904 1.291516 1.668057 -0.2 0.0 0.1
H -2.019615 -1.060057 -0.089085 -0.5 0.2 0.0
H 1.205897 0.973685 -0.495733 0.2 0.1 0.0
H -1.855069 -0.540342 -1.601523 -0.3 0.2 0.0
H -1.168292 1.622042 1.122146 0.2 -0.2 -0.3
N 0.197026 1.013461 -0.411584 0.6 0.7 0.6
H 1.986736 -1.368093 0.052835 -0.4 -0.1 0.1
H 1.478755 -2.181573 1.660654 -0.2 0.3 -0.3
H 0.208709 -0.043253 -2.215080 0.2 -0.4 -0.2
H 0.133255 2.749269 0.748040 -0.1 -0.1 0.0
N -0.006598 -1.121295 0.700213 2.3 -1.1 0.3
O 0.217790 -0.845018 -1.667315 1.6 -0.4 -0.6
C -0.275236 -0.332122 -0.470341 -1.1 0.8 -0.9
C -0.111257 1.686945 0.846245 0.2 0.6 0.3
C 1.193071 -1.568805 0.792103 -0.9 0.2 0.2
N -1.681075 -0.276358 -0.639631 -1.7 -0.8 0.8
```
Forces are in eV/Å.